i:
A 6-piece molecular cluster, C21H55NO7 overall. Source: OMol25; level of theory: ωB97M-V/def2-TZVPD.

Calculated values
HOMO-LUMO gap = 8.893 eV
Structure (SMILES) = COCCNCCOC.CC(C)O.CC(C)O.CC(C)O.CC(C)O.CC(C)O

Each line ends with the Löwdin charge.
Atoms and positions in Å:
C -2.78247 1.79100 3.79681  -0.0861
O -2.11960 2.97727 4.22180  -0.2287
C -1.99595 4.00396 3.19221  -0.1852
C -0.99918 4.96330 3.89432  -0.1684
N 0.33649 4.31685 4.17048  -0.0619
C 1.21091 4.00091 3.08801  -0.2338
C 2.09471 2.71161 3.23307  -0.1946
O 1.36607 1.46059 3.15056  -0.2451
C 2.22221 0.23665 3.34061  -0.0413
H -2.01384 1.40849 3.12524  0.0730
H -3.66734 2.12427 3.25457  0.0793
H -3.04861 1.06177 4.56198  0.0856
H -2.98684 4.44434 3.08131  0.1209
H -1.50351 3.81467 2.23839  0.1009
H -1.46827 5.23829 4.83901  0.1086
H -0.80362 5.83456 3.26921  0.1105
H 0.09945 3.39991 4.52138  0.0844
H 1.98008 4.77254 3.12060  0.1048
H 0.71515 4.10794 2.12320  0.1058
H 2.41925 2.71752 4.27362  0.1128
H 2.95289 2.76671 2.56330  0.1141
H 2.62195 0.04686 2.34447  0.0751
H 1.62376 -0.51741 3.85184  0.0819
H 2.99098 0.53359 4.05399  0.0731
C 3.59509 -4.26689 -0.46326  -0.0313
C 4.32054 -2.93210 -0.17771  -0.5353
C 4.33963 -1.94190 -1.29316  -0.0500
O 3.63251 -2.40341 0.88304  -0.0483
H 2.70503 -3.96193 -1.01362  0.0702
H 3.39411 -4.85374 0.43302  0.0782
H 4.23638 -4.95766 -1.01068  0.0787
H 5.35533 -3.14062 0.09398  0.1320
H 3.35685 -1.57611 -1.59056  0.0613
H 4.67437 -2.40367 -2.22204  0.0897
H 4.88793 -1.03680 -1.03185  0.0866
H 3.52914 -3.11510 1.51898  0.0895
C -3.77287 0.69094 -1.30684  -0.0352
C -3.32307 2.11655 -0.83779  -0.4976
C -4.42353 3.17259 -0.60789  -0.0436
O -2.66389 2.02092 0.37505  -0.0647
H -2.90481 0.06564 -1.51560  0.0687
H -4.47140 0.71534 -2.14323  0.0655
H -4.49019 0.29388 -0.58858  0.0754
H -2.59260 2.56659 -1.51009  0.1154
H -5.00919 2.91962 0.27591  0.0815
H -5.14346 3.08431 -1.42152  0.0660
H -3.99824 4.16395 -0.76425  0.0779
H -1.75669 1.92814 0.07510  0.0782
C 1.34421 1.08322 -1.40625  -0.0590
C 1.08232 2.17180 -2.38109  -0.5252
C 1.06305 1.42734 -3.76707  -0.0479
O -0.03835 2.91617 -2.33823  -0.0277
H 2.38712 0.77819 -1.49228  0.0824
H 0.66195 0.23316 -1.40977  0.0739
H 1.30456 1.43812 -0.37641  0.0764
H 1.82934 2.96462 -2.34227  0.1392
H 0.33028 0.62047 -3.75745  0.0692
H 1.98687 0.87199 -3.92906  0.0683
H 0.91222 2.04660 -4.65130  0.0718
H 0.08725 3.71759 -2.85160  0.1059
C -1.10529 -1.15261 1.29222  -0.0461
C -0.26702 -2.40341 0.91118  -0.4435
C -1.10078 -3.68592 0.92848  -0.0538
O 0.26331 -2.26848 -0.41123  -0.0866
H -1.53208 -1.23426 2.29187  0.0761
H -2.06559 -1.04024 0.78893  0.0670
H -0.51939 -0.24882 1.12494  0.0650
H 0.58590 -2.43071 1.58933  0.1247
H -1.51032 -3.79197 1.93303  0.0757
H -0.50907 -4.57479 0.70964  0.0734
H -1.96346 -3.78400 0.26949  0.0796
H 1.12092 -1.84416 -0.33332  0.0590
C 0.24604 -3.35520 -3.20141  -0.0585
C -0.44384 -4.42759 -4.03878  -0.5392
C -1.89091 -4.15913 -4.34532  -0.0493
O 0.21414 -4.53662 -5.24341  -0.0500
H 1.32547 -3.50570 -3.21791  0.0800
H -0.24550 -3.56938 -2.25240  0.0657
H 0.04007 -2.30989 -3.43161  0.0777
H -0.23700 -5.38470 -3.55996  0.1373
H -2.48932 -4.37101 -3.45925  0.0758
H -2.26683 -4.76829 -5.16733  0.0828
H -1.97459 -3.08959 -4.53813  0.0804
H 0.65279 -3.69773 -5.40296  0.0850

ii:
A 7-piece molecular cluster, C21H55NO7 overall. Source: OMol25; level of theory: ωB97M-V/def2-TZVPD.

Calculated values
HOMO-LUMO gap = 8.426 eV
Structure (SMILES) = CC1(C)CCCC(C)(C)N1O.CCO.CCO.CCO.CCO.CCO.CCO

Each line ends with the Löwdin charge.
Atoms and positions in Å:
C -5.85656 3.28487 17.39288  -0.0365
C -6.82318 3.00790 16.26451  -0.5243
C -5.99515 2.77571 14.99403  -0.0246
C -7.60914 1.74102 16.60812  -0.1378
C -8.84949 1.56177 15.74940  -0.1855
C -9.76921 2.76240 15.92286  -0.1424
C -9.08058 4.04723 15.49314  -0.5401
C -9.00686 4.10029 13.94816  -0.0222
C -9.89475 5.24649 15.96621  -0.0337
N -7.77526 4.09866 16.12547  -0.1034
O -7.11809 5.33512 15.96732  -0.0101
H -6.29915 3.60971 18.34015  0.0931
H -5.15625 2.45812 17.51229  0.0740
H -5.24271 4.17591 17.20470  0.0775
H -5.45567 3.68863 14.70771  0.0809
H -5.19219 2.04437 15.12585  0.0825
H -6.55910 2.48095 14.10787  0.0663
H -7.02274 0.82164 16.63572  0.1228
H -7.96674 1.87886 17.63739  0.1221
H -8.69635 1.22078 14.72537  0.1096
H -9.39362 0.70227 16.17746  0.1126
H -10.10894 2.88957 16.95292  0.1246
H -10.66265 2.57536 15.31895  0.1223
H -9.99728 4.04728 13.50058  0.0870
H -8.43307 3.24772 13.57716  0.0618
H -8.44176 4.96310 13.58355  0.0781
H -9.50045 6.16321 15.52729  0.0777
H -9.79731 5.32442 17.04881  0.0928
H -10.92747 5.14553 15.63450  0.0871
H -7.11857 5.53414 15.01970  0.0853
C 1.30667 -0.05819 12.94604  -0.0855
C 0.88873 0.98840 13.97752  -0.3251
O -0.39602 1.50402 13.69996  -0.0919
H 2.25546 -0.49234 13.26721  0.0729
H 1.40563 0.38482 11.95654  0.0690
H 0.54862 -0.84045 12.92880  0.0729
H 1.58480 1.83528 13.95893  0.1084
H 0.85744 0.56651 14.97758  0.1033
H -0.44193 1.93100 12.84082  0.0829
C 1.42571 1.57340 21.29403  -0.0820
C -0.02714 1.88620 21.56394  -0.3362
O -0.33668 3.11084 20.90127  -0.0872
H 1.59275 1.80515 20.23904  0.0757
H 1.61751 0.51159 21.43415  0.0742
H 2.07789 2.22513 21.86907  0.0738
H -0.25915 2.03786 22.62971  0.1106
H -0.69474 1.05648 21.29987  0.0940
H -1.00043 3.60959 21.38248  0.0785
C -1.66183 2.90973 16.51336  -0.0837
C -1.32094 1.78052 17.42292  -0.3069
O -2.55372 1.26934 17.90878  -0.0988
H -0.80134 3.16278 15.88545  0.0690
H -2.03688 3.78771 17.03548  0.0650
H -2.42164 2.59232 15.79347  0.0745
H -0.74955 2.15089 18.28898  0.1074
H -0.67362 0.99600 17.01315  0.0963
H -2.55672 1.04044 18.84362  0.0312
C -4.21494 -1.11874 20.47476  -0.0745
C -4.48508 0.36129 20.32832  -0.3000
O -3.30495 1.14903 20.52111  -0.0930
H -3.52262 -1.47270 19.70156  0.0597
H -5.12534 -1.71125 20.44735  0.0780
H -3.63434 -1.29242 21.38534  0.0788
H -5.23166 0.61104 21.09377  0.1146
H -4.99799 0.60512 19.39574  0.1051
H -3.43865 1.59946 21.35717  0.0946
C -2.90818 6.74266 16.05966  -0.0824
C -1.53599 6.85053 16.70898  -0.3222
O -1.72478 6.56926 18.09773  -0.0887
H -3.77656 7.08706 16.61035  0.0764
H -3.04295 5.68703 15.81302  0.0551
H -2.85258 7.26824 15.10146  0.0719
H -1.02910 7.80512 16.52158  0.1034
H -0.85862 6.10111 16.28096  0.1007
H -0.87741 6.48517 18.54244  0.0780
C -2.80281 -2.03651 16.11879  -0.0827
C -1.70436 -2.04539 17.14971  -0.3235
O -0.47048 -2.50524 16.58333  -0.0859
H -2.41252 -1.70160 15.15606  0.0758
H -3.51354 -1.24572 16.38747  0.0694
H -3.30573 -2.99524 16.02443  0.0701
H -2.05318 -2.66262 17.99343  0.1018
H -1.47324 -1.08911 17.61069  0.0841
H -0.60659 -3.41338 16.29889  0.0757

ii (139.6 kJ/mol below the next structure)

i:
A 2-piece molecular cluster, C7H15N overall. Source: OMol25; level of theory: ωB97M-V/def2-TZVPD.

Calculated values
HOMO-LUMO gap = 6.947 eV

Each line ends with the Löwdin charge.
Atoms and positions in Å:
C 2.99217 0.21821 0.17403  -0.1179
C 1.90365 -0.65043 -0.45388  -0.2422
C 0.69856 -0.98342 0.46995  -0.1959
C -0.63723 -0.50590 0.03472  -0.2824
C -1.79018 -1.35910 0.20377  -0.2240
N -2.94657 -1.18140 -0.30577  0.0859
C -0.73700 0.86987 -0.34997  -0.2575
C -2.09566 1.54444 -0.51106  -0.0888
H 2.39237 0.98336 0.67657  0.0208
H 3.53909 -0.24799 0.98722  0.0719
H 3.63738 0.79783 -0.46691  0.0659
H 2.34006 -1.54733 -0.89484  0.1017
H 1.49455 -0.07353 -1.27818  0.0848
H 0.65521 -2.07504 0.50672  0.1057
H 0.90680 -0.62974 1.50134  0.1275
H -1.53242 -2.28073 0.75259  0.1119
H 0.52550 1.69827 0.90138  0.1657
H -3.57169 -1.87752 0.09190  0.0449
H -0.10551 1.12955 -1.18787  0.1164
H -0.39233 1.10927 0.81231  0.0886
H -2.77698 1.19368 0.24391  0.0615
H -2.56232 1.24747 -1.44412  0.0795
H -1.93743 2.62017 -0.46384  0.0758

ii:
One molecule with the formula C7H15N. Source: OMol25; level of theory: ωB97M-V/def2-TZVPD.

Calculated values
HOMO-LUMO gap = 4.625 eV

Each line ends with the Löwdin charge.
Atoms and positions in Å:
C 1.30968 2.57801 -2.04646  -0.0553
C 1.66344 0.92631 -2.12383  -0.2707
C 0.34585 0.34806 -2.32952  -0.0723
C -0.33424 -0.15085 -0.93252  -0.1489
C 0.23108 -1.16735 0.16319  -0.2094
N -0.75297 -1.57284 1.23768  -0.0107
C -1.05016 -0.76294 2.32104  -0.3864
C -1.99792 -1.64773 3.16391  -0.1339
H 0.13009 0.80969 -0.56709  0.0836
H 2.15092 3.09655 -1.51547  0.0827
H 0.40848 2.43828 -1.47387  0.0328
H 2.37578 0.73728 -1.31437  0.1041
H 1.15759 2.91453 -3.02835  0.0399
H 2.36794 0.98572 -3.01393  0.1077
H 0.18756 -0.46868 -3.15358  0.1188
H -1.34656 -0.46807 -0.97893  0.0871
H 1.01102 -0.54864 0.52243  0.0760
H 0.55549 -2.14105 -0.24249  0.1107
H -0.13852 -0.48479 2.88008  0.1091
H -1.54102 0.25879 2.23168  0.1291
H -1.52529 -2.66136 3.16098  0.0709
H -3.03261 -1.71269 2.80437  0.0587
H -2.17562 -1.30621 4.23505  0.0762

i (300.4 kJ/mol below the next structure)

i:
A 2-piece molecular cluster, C4H11O3 overall. Source: OMol25; level of theory: ωB97M-V/def2-TZVPD.

Calculated values
Charge = -1
HOMO-LUMO gap = 7.724 eV

Each line ends with the Löwdin charge.
Atoms and positions in Å:
C -0.48545 0.88697 -1.01069  -0.2521
C 0.94261 0.84305 -0.57869  -0.1878
C 1.21827 1.33881 0.94160  -0.2433
O 0.74589 0.50004 2.04496  -0.1627
C -1.42243 0.30676 0.05571  -0.4218
O -0.93647 -0.97514 0.26900  -0.3784
H -0.76612 1.96606 -1.33950  0.1073
H -0.57640 0.51755 -2.06412  0.1041
H 1.66272 1.17184 -1.26730  0.0769
H 1.16101 -0.21053 -0.33976  0.0918
H 0.74553 2.27644 1.15157  0.0757
H 2.24788 1.57384 1.19508  0.0835
H 0.22741 -0.17445 1.48258  0.0487
H -1.47174 0.93591 1.09093  0.1276
H -2.45999 0.13629 -0.27781  0.0796
H -0.70190 -1.83650 -1.20307  0.0062
H 0.61314 -2.58651 -0.82645  0.0377
O -0.09520 -2.58233 -1.54406  -0.1928

ii:
A 2-piece molecular cluster, C4H11O3 overall. Source: OMol25; level of theory: ωB97M-V/def2-TZVPD.

Calculated values
Charge = -1
HOMO-LUMO gap = 6.997 eV

Each line ends with the Löwdin charge.
Atoms and positions in Å:
C 0.53998 -0.92762 -1.49723  -0.2677
O 0.76306 0.09286 -2.48675  -0.1057
C -0.66697 -0.68292 -0.60545  -0.2122
C -0.88108 0.76570 -0.16419  -0.2064
C -1.07970 0.89040 1.36595  -0.5050
O -0.32072 0.08731 2.13346  -0.3271
H 0.42049 -1.88095 -1.99962  0.1044
H 1.39432 -0.91853 -0.81057  0.0975
H 0.92426 0.90342 -1.99082  0.0514
H -0.55139 -1.30443 0.29182  0.1067
H -1.51516 -1.07786 -1.18933  0.0997
H 0.01967 1.34688 -0.42106  0.0867
H -1.75312 1.19501 -0.66661  0.0952
H -2.16527 0.71646 1.56091  0.0792
H -0.94102 1.98856 1.55431  0.0792
H 2.40334 0.01483 1.18474  -0.0060
H 1.21857 -0.50424 1.95442  -0.0208
O 2.19072 -0.70487 1.78604  -0.1492

iii:
A 2-piece molecular cluster, C4H11O3 overall. Source: OMol25; level of theory: ωB97M-V/def2-TZVPD.

Calculated values
Charge = -1
HOMO-LUMO gap = 5.315 eV

Each line ends with the Löwdin charge.
Atoms and positions in Å:
C -0.16474 0.83945 -1.94348  -0.3433
O -0.65389 1.88015 -1.19371  -0.1177
C -0.62357 -0.60697 -1.56382  -0.2051
C -1.02859 -0.79611 -0.08289  -0.2369
C -2.45030 -0.40720 0.35327  -0.4612
O -2.57196 0.96535 0.23807  -0.3644
H 0.95084 0.67736 -1.85590  0.0925
H -0.35816 1.07464 -2.99732  0.0922
H 0.05839 -1.36378 -1.97141  0.0856
H -1.51925 -0.79467 -2.16951  0.0897
H -0.33029 -0.14210 0.46059  0.1016
H -0.70334 -1.80937 0.22181  0.0862
H -3.23287 -0.94467 -0.20657  0.0799
H -2.40879 -0.59357 1.46071  0.0809
H -1.18209 1.53022 -0.41774  0.0200
H 5.12747 0.85269 4.22838  0.0172
H 5.97693 -0.37282 3.64114  0.0277
O 5.11421 0.01140 3.79836  -0.0449

ii (82.4 kJ/mol below the next structure)